This record from OMol25 describes a 2-piece molecular cluster, C6H10N2O2S2 overall. The level of theory is ωB97M-V/def2-TZVPD.

The value obtained for the HOMO energy is -8.45 eV. The energy relative to the best compared isomer or geometry (same formula, charge and spin) is 395.07 kJ/mol.

Geometry (Å):
C (4.754, -0.357, 0.257)
C (-4.869, -1.050, 0.523)
C (3.731, 0.496, 0.103)
C (-3.630, -1.338, 0.263)
C (2.294, -0.043, 0.033)
C (0.179, 1.355, 0.300)
N (1.439, 0.315, -1.162)
N (0.535, 1.253, -0.884)
O (-2.315, 0.027, -1.346)
O (-2.999, 1.325, 0.700)
S (1.221, 0.580, 1.476)
S (-2.368, 0.028, 0.268)
H (5.723, 0.009, 0.499)
H (4.536, -1.379, 0.307)
H (-5.592, -1.829, 0.537)
H (-5.113, 0.054, 0.475)
H (3.617, 1.574, 0.035)
H (-3.384, -2.399, 0.390)
H (2.368, -1.141, 0.054)
H (-0.698, 1.544, 0.831)
H (1.929, 0.607, -2.009)
H (-1.358, 0.371, -1.651)

Cartesian forces, eV/Å:
C -1.1676 2.6166 0.2070
C -0.7994 2.8199 -0.9409
C -1.8179 -0.7026 -0.2723
C 1.2537 -0.1829 1.1810
C 0.3215 -0.8129 0.1932
C 1.8901 -1.0554 2.1329
N 2.3243 -0.1987 0.3557
N -3.1480 0.9974 -2.0678
O 2.9193 0.8553 -1.3458
O 0.5024 -2.1403 -0.5633
S 1.5667 -1.2003 -0.8062
S -1.5284 0.1345 0.3316
H 0.7750 0.0265 -0.2174
H -0.0796 -1.4362 0.0456
H -0.7296 -0.2357 0.3309
H -0.3000 -1.4011 0.4450
H 1.3206 0.1310 0.2134
H 0.9507 0.5300 -0.5895
H -0.3006 0.3289 0.1809
H -1.5574 2.0618 -0.3565
H 0.2675 -0.3998 0.4524
H -2.6630 -0.7361 1.0901

Atom charges from the Mulliken analysis, given in e for atoms 1 to 4: atom 1 (C): -0.817, atom 2 (C): -0.513, atom 3 (C): -0.039, atom 4 (C): -0.347

---

This record from OMol25 describes one molecule with the formula C6H10N2O3. The level of theory is ωB97M-V/def2-TZVPD.

The value obtained for the HOMO energy is -9.86 eV. The energy relative to the best compared isomer or geometry (same formula, charge and spin) is 616.71 kJ/mol. Its SMILES is O=NC1([N+](=O)[O-])CCCCC1.

Geometry (Å):
O (2.556, -0.045, -2.197)
N (2.275, -0.197, -0.989)
C (0.878, -0.397, -0.544)
N (0.301, -1.626, -1.230)
O (-0.446, -1.480, -2.221)
O (0.558, -2.743, -0.750)
C (0.193, 0.928, -0.990)
C (-1.229, 1.073, -0.353)
C (-1.224, 0.813, 1.163)
C (-0.522, -0.484, 1.581)
C (0.903, -0.516, 1.007)
H (0.825, 1.764, -0.639)
H (0.101, 0.983, -2.106)
H (-1.842, 0.318, -0.859)
H (-1.664, 2.045, -0.578)
H (-2.276, 0.836, 1.501)
H (-0.672, 1.646, 1.613)
H (-0.478, -0.565, 2.674)
H (-1.131, -1.346, 1.231)
H (1.463, -1.392, 1.323)
H (1.429, 0.385, 1.363)

Cartesian forces, eV/Å:
O -2.0432 -0.9861 3.9755
N 2.8502 0.5858 -3.1556
C -0.4305 1.0152 -0.3477
N -1.7702 -1.7577 -1.0691
O 1.7491 0.1632 1.9464
O 0.0319 2.1964 -0.5214
C -1.2201 0.1867 -0.0617
C 0.7422 -1.1431 -0.2822
C -0.1726 0.4045 -0.1945
C -0.4366 -0.3090 -0.4849
C -0.4751 0.0916 -0.7062
H -0.0470 -0.4395 -0.1899
H 0.3645 -0.2016 1.0069
H -0.1482 0.1307 0.1362
H 0.1494 0.0533 -0.0142
H 0.5583 0.0175 0.1211
H -0.2486 0.0405 0.2350
H 0.0106 0.0653 -0.2060
H 0.4986 0.3064 0.1249
H 0.0342 -0.0842 -0.1031
H 0.0032 -0.3360 -0.2095

Atom charges from the Mulliken analysis, given in e for atoms 1 to 4: atom 1 (O): -0.326, atom 2 (N): -0.149, atom 3 (C): 0.853, atom 4 (N): 1.087

---

This record from OMol25 describes a 2-piece molecular cluster, C6H10N2O3S overall. The level of theory is ωB97M-V/def2-TZVPD.

The value obtained for the HOMO energy is -9.54 eV. The energy relative to the best compared isomer or geometry (same formula, charge and spin) is 147.94 kJ/mol.

Geometry (Å):
C (-1.299, 1.420, -0.678)
C (-0.361, 0.534, -1.047)
C (-1.323, 2.219, 0.620)
C (0.044, 2.416, 1.139)
C (0.969, 1.161, 0.959)
C (0.920, 0.491, -0.445)
N (-2.433, 2.532, 1.123)
N (1.484, -3.435, -0.375)
O (-0.502, -1.917, -0.074)
O (-0.641, -3.868, -1.676)
O (1.840, -0.051, -0.963)
S (0.314, -2.510, -1.137)
H (-2.217, 1.625, -1.174)
H (-0.516, 0.037, -2.036)
H (0.506, 3.291, 0.659)
H (0.020, 2.676, 2.244)
H (2.000, 1.445, 0.990)
H (0.698, 0.346, 1.616)
H (-2.506, 2.966, 1.979)
H (2.102, -2.876, 0.118)
H (1.700, -4.189, -1.005)
H (-0.800, -4.313, -0.835)

Cartesian forces, eV/Å:
C -0.2542 0.5684 1.5656
C -2.5878 1.2338 -2.5988
C 0.6980 -1.1683 -0.6646
C 1.3289 0.0582 2.1172
C -0.3616 0.4490 -1.8656
C -1.4329 1.2789 2.4850
N -0.6852 -1.4020 -3.1330
N -2.9435 -0.9508 -1.0614
O 0.8646 -0.3091 -0.1695
O 1.7478 1.5304 0.4445
O 2.2931 -0.9874 -0.6160
S -2.3552 -1.1823 -0.3928
H -0.5715 -0.4776 -0.8944
H 0.3123 0.2386 1.0061
H -0.0964 -0.2795 -0.1297
H -0.0155 -0.2631 -1.1610
H 0.6718 0.1047 0.9007
H 0.1108 -0.0555 0.5423
H 0.5949 1.2699 2.3951
H 1.9401 0.7545 0.7643
H 1.0694 -0.0616 0.2321
H -0.3279 -0.3493 0.2341

Atom charges from the Mulliken analysis, given in e for atoms 1 to 4: atom 1 (C): -0.605, atom 2 (C): 0.039, atom 3 (C): 0.554, atom 4 (C): -0.546